No. 1
The following is a DFT calculation (wB97M-V/def2-TZVPD) of a molecular structure, C34H89BMn2O17 in a non-equilibrium geometry.

Structure (ORCA input):
```
! wB97M-V def2-TZVPD RIJCOSX def2/J DEFGRID3
* xyz -2 11
Mn -2.22379 0.94633 3.17683
Mn -3.14891 -1.56464 1.44694
C 0.71684 3.42411 4.11862
C 0.74443 1.88670 4.08612
O -0.39851 1.18971 4.33233
H 1.73217 3.82775 4.09954
H 0.12494 3.75601 4.97973
H 0.15639 3.76954 3.24532
H 1.56165 1.48270 4.71077
H 1.08640 1.63388 3.05196
C 1.94915 -1.98426 3.09204
C 1.23409 -2.77355 4.21079
O 1.04237 -2.14724 5.37895
H 1.49718 -1.02663 2.82689
H 1.91077 -2.60483 2.17439
H 3.00661 -1.89205 3.37183
H 1.83256 -3.72459 4.34082
H 0.34796 -3.21778 3.66627
C -5.07271 -3.93287 -1.56053
C -4.37734 -2.57198 -1.52944
O -3.66640 -2.41725 -0.37029
H -4.25612 -4.67157 -1.51786
H -5.50560 -4.24482 -2.52107
H -5.72609 -4.11241 -0.70911
H -5.15714 -1.79499 -1.64891
H -3.69342 -2.50673 -2.39731
C -4.83149 1.69089 0.30365
C -5.21317 0.83131 1.53251
O -4.15864 0.29790 2.21441
H -4.01932 2.37590 0.55450
H -5.65999 2.37204 0.05796
H -4.60369 1.07992 -0.56876
H -5.88864 0.07605 1.07578
H -5.90697 1.43006 2.15929
C -0.76961 -0.53907 -0.82310
C -0.43383 -0.20861 0.62900
O -1.52890 -0.17599 1.45959
H -1.00887 -1.58599 -1.00287
H 0.09718 -0.30789 -1.46028
H -1.54803 0.16545 -1.13080
H 0.04859 0.78961 0.65207
H 0.36999 -0.88291 0.96763
B -2.36541 -1.11411 4.50145
H -2.48998 0.01671 4.73771
H -2.49536 -1.25764 3.34225
H -1.30646 -1.53086 4.80225
H -3.17943 -1.68706 5.17176
C -1.15907 -4.07626 0.97992
O -2.05996 -3.42579 1.82997
C -2.85426 -4.24607 2.64223
C -4.33809 -4.18149 2.34833
O -4.75754 -2.82022 2.52629
C -5.77224 -2.59979 3.48417
H -0.37553 -4.60210 1.52969
H -0.73649 -3.33748 0.30160
H -1.64641 -4.78594 0.29506
H -2.64912 -4.14301 3.71150
H -2.60578 -5.31104 2.48514
H -4.80077 -4.89327 3.03735
H -4.57819 -4.36765 1.30001
H -5.91803 -1.52914 3.57166
H -5.51406 -3.13010 4.40542
H -6.69924 -3.09498 3.15006
C -4.11225 1.92895 5.67329
O -3.46022 2.27303 4.46883
C -3.92799 3.48966 3.95623
C -2.97020 4.04492 2.89417
O -2.37216 2.90659 2.27349
C -1.58580 3.40305 1.20119
H -3.90026 2.73942 6.38281
H -3.70756 1.00375 6.07293
H -5.19937 1.81453 5.59407
H -3.99327 4.26223 4.73938
H -4.95471 3.37446 3.58807
H -2.17051 4.63911 3.33868
H -3.61961 4.62749 2.23394
H -2.13272 4.09489 0.56265
H -1.26961 2.52882 0.61666
H -0.58250 3.75815 1.45881
C 6.63211 -0.10298 1.09663
O 5.70948 0.90510 1.37124
C 4.37216 0.47122 1.19690
C 3.42906 1.61146 1.49676
O 3.63255 2.77948 0.72969
C 2.47865 3.61766 0.72216
H 7.64940 0.27685 1.17875
H 6.55950 -0.46840 0.05636
H 6.46442 -0.99617 1.71135
H 4.14810 -0.37664 1.85249
H 4.21187 0.15428 0.15423
H 3.46531 1.81129 2.57485
H 2.41469 1.23308 1.31175
H 2.64588 4.13937 -0.22758
H 2.38156 4.38920 1.48629
H 1.58432 3.00117 0.61039
C 2.82123 -2.59506 -1.26691
O 3.98670 -3.09198 -1.89062
C 3.76142 -3.63816 -3.15932
C 5.06455 -4.01244 -3.84404
O 5.98974 -2.98578 -4.10921
C 6.54492 -2.38387 -2.94723
H 2.21307 -3.43281 -0.90009
H 2.19192 -2.00572 -1.94221
H 3.08019 -2.00973 -0.38798
H 3.16260 -3.04308 -3.85955
H 3.23510 -4.59062 -2.97920
H 4.80205 -4.50596 -4.78616
H 5.57411 -4.84371 -3.33109
H 5.92141 -1.59745 -2.52863
H 7.53540 -2.01759 -3.22015
H 6.70249 -3.13922 -2.16991
C 3.36514 6.22040 -5.18648
O 2.72424 5.01325 -4.81539
C 2.94429 4.69057 -3.44912
C 2.24997 3.38869 -3.13451
O 0.91796 3.64398 -2.76338
C 0.20006 2.47277 -2.47233
H 4.45361 6.10457 -5.12236
H 3.04892 7.02483 -4.51507
H 3.03941 6.38969 -6.20988
H 2.54411 5.42526 -2.74196
H 4.03156 4.57023 -3.36921
H 2.71884 2.81309 -2.32277
H 2.32626 2.74195 -4.01998
H 0.78799 1.87158 -1.76381
H -0.07382 1.79063 -3.28445
H -0.74088 2.72174 -1.98077
C 1.49848 0.64004 -7.88560
O 2.44561 -0.01447 -7.10137
C 2.16118 -0.10926 -5.73215
C 0.97211 -1.04379 -5.43359
O 0.07569 -0.32383 -4.58999
C -0.97503 -1.14242 -4.10913
H 1.39742 1.69602 -7.56651
H 0.44472 0.37195 -7.70855
H 1.80296 0.55869 -8.92180
H 1.91271 0.88520 -5.34777
H 2.99567 -0.55810 -5.19673
H 1.26096 -1.91801 -4.83951
H 0.43374 -1.30261 -6.35140
H -1.74034 -0.56414 -3.59897
H -0.52084 -1.85459 -3.41385
H -1.47052 -1.66568 -4.93673
*
```

Properties
* DFT total energy: -4954.37992 Ha
* Kohn-Sham gap: 3.14 eV
* largest force on an atom: 2.69 eV/A

=====

No. 2
The following is a DFT calculation (wB97M-V/def2-TZVPD) of a molecular structure, C34H89BMnO17 in a non-equilibrium geometry.

Structure (ORCA input):
```
! wB97M-V def2-TZVPD RIJCOSX def2/J DEFGRID3
* xyz 0 6
Mn -1.61287 -2.70334 0.96590
C 0.20417 0.62851 -0.91190
C -1.11168 0.12566 -0.32963
O -0.93704 -0.79073 0.70244
H 0.85150 1.26140 -0.29796
H -0.10402 1.19335 -1.79567
H 0.82924 -0.23470 -1.15451
H -1.63623 -0.38759 -1.15122
H -1.77156 0.95981 -0.04884
B -2.54519 -3.19418 -0.93583
H -1.51377 -2.73630 -0.91776
H -2.50244 -4.12281 -0.27816
H -3.19561 -2.47173 -0.34162
H -2.98941 -3.40053 -1.96759
C -6.54120 1.95188 4.61615
O -7.03716 3.12833 4.02730
C -6.56632 3.40675 2.71066
C -6.91232 2.30853 1.69737
O -6.30149 1.05085 1.76453
C -5.04480 0.91838 1.13321
H -5.45517 1.85418 4.68385
H -7.04637 1.06371 4.23088
H -6.89073 1.96760 5.65332
H -5.50809 3.59579 2.92906
H -7.02881 4.30416 2.30257
H -6.91447 2.70388 0.67612
H -7.95323 2.11564 1.97595
H -4.59545 -0.07030 1.15141
H -4.37261 1.60393 1.66588
H -5.11954 1.30453 0.11380
C -0.82922 -2.23529 4.22613
O -0.52827 -2.61170 2.88210
C 0.64674 -3.43859 2.78032
C 1.22158 -3.33070 1.39653
O 0.31649 -3.71914 0.35337
C 0.97099 -3.64756 -0.91838
H 0.05618 -1.72027 4.59669
H -1.17048 -3.08597 4.81486
H -1.57088 -1.43976 4.18210
H 0.33175 -4.44305 3.07916
H 1.45901 -3.14449 3.45031
H 2.02619 -4.06448 1.30225
H 1.46823 -2.27092 1.27357
H 1.06763 -2.60145 -1.22992
H 0.31825 -4.14665 -1.62523
H 2.01787 -3.95641 -0.91180
C -3.58363 -1.55414 -8.19606
O -4.35651 -0.52922 -7.60762
C -4.50047 -0.54756 -6.22932
C -3.25971 -0.85856 -5.40076
O -3.07529 -2.24479 -5.27379
C -2.04641 -2.66940 -4.43784
H -2.54917 -1.54702 -7.85226
H -3.78514 -1.56522 -9.26402
H -3.91969 -2.56353 -7.91465
H -5.37500 -1.11426 -5.88436
H -4.78170 0.46662 -5.91728
H -3.38190 -0.46540 -4.37613
H -2.33542 -0.31940 -5.65956
H -1.07970 -2.69890 -4.95639
H -2.26757 -3.66534 -4.05495
H -1.93860 -2.07974 -3.51967
C 3.60002 -1.80163 5.37778
O 3.61202 -0.90988 4.26709
C 2.85467 -1.37261 3.15640
C 2.62700 -0.28653 2.13809
O 3.72264 0.23901 1.40701
C 3.23220 0.80571 0.19953
H 4.29871 -1.37494 6.09230
H 3.88394 -2.81363 5.08335
H 2.60868 -1.82181 5.84212
H 1.87983 -1.75174 3.47846
H 3.35841 -2.19788 2.63637
H 2.11430 0.52756 2.65860
H 1.94495 -0.79069 1.44212
H 3.01593 0.06922 -0.58606
H 4.03380 1.37097 -0.27190
H 2.30533 1.32328 0.44939
C 1.21488 3.91471 -1.34614
O 0.13334 3.46852 -2.14543
C -0.50847 2.36038 -1.51782
C -1.63804 2.72525 -0.54652
O -2.83827 3.30871 -0.95850
C -3.57513 2.46273 -1.81582
H 1.89539 3.08348 -1.11710
H 0.97370 4.23678 -0.32748
H 1.77151 4.66732 -1.89593
H 0.24648 1.76770 -0.99373
H -0.89153 1.76911 -2.35338
H -1.32031 3.41613 0.24544
H -1.76908 1.81682 0.06783
H -4.60470 2.83127 -1.83773
H -3.75524 1.43466 -1.48521
H -3.25757 2.42983 -2.85973
C 4.12716 -1.10243 -0.33279
O 5.13741 -1.61389 -1.16551
C 6.37662 -1.81508 -0.51279
C 7.37782 -2.23490 -1.62291
O 8.71520 -1.86823 -1.27468
C 8.97648 -0.50617 -1.28763
H 3.64863 -1.75564 0.41083
H 3.30012 -0.77148 -0.96098
H 4.57298 -0.28887 0.25125
H 6.33667 -2.70207 0.12807
H 6.68843 -0.96878 0.10171
H 7.14769 -1.73138 -2.56204
H 7.32917 -3.31770 -1.64978
H 10.04992 -0.34276 -1.14079
H 8.50094 0.03079 -0.46093
H 8.85014 -0.01869 -2.26315
C 0.19032 1.48688 -4.59582
O 0.72653 2.71755 -4.19293
C 1.81696 3.06540 -5.02918
C 3.01328 3.60241 -4.30454
O 3.86142 2.56325 -3.77502
C 3.39726 1.85827 -2.63498
H -0.09341 1.58365 -5.65657
H -0.72332 1.19843 -4.07643
H 0.81288 0.58387 -4.62193
H 1.36956 3.86166 -5.65009
H 2.13999 2.38983 -5.82606
H 2.80376 4.25462 -3.45037
H 3.71102 4.16301 -4.92541
H 2.54942 2.42715 -2.24141
H 4.13580 1.89655 -1.82871
H 3.13712 0.80711 -2.76174
C -1.06476 -1.24523 7.99445
O -0.68564 -0.81713 6.70032
C -0.28343 0.54312 6.65050
C 0.03615 0.93650 5.22379
O -1.05610 0.65081 4.37199
C -0.84446 0.91196 2.99600
H -1.90340 -0.63827 8.35202
H -0.24219 -1.10930 8.70224
H -1.40634 -2.27691 7.99364
H 0.61035 0.61735 7.28076
H -1.07087 1.16584 7.08561
H 0.97261 0.52751 4.83185
H 0.06849 2.03440 5.28246
H -0.42195 -0.01173 2.58324
H -0.26136 1.82324 2.83569
H -1.84396 1.00529 2.56820
*
```

Properties
* DFT total energy: -3802.57273 Ha
* relative energy (zero: lowest compared OMol25 entry of this formula, charge and spin): 413.2 kcal per mole
* Kohn-Sham gap (alpha / beta): 6.67 / 6.31 eV
* largest force on an atom: 13.54 eV/A